No. 1
13
Properties=species:S:1:pos:R:3:forces:R:3:mulliken_charge:R:1 method="wB97M-V/def2-TZVPD" homo_lumo_gap_ev=7.5 homo_ha=-0.3197 multiplicity=1 de_lowest_ev=4.0564 fmax_ev_per_a=4.35
S 2.930 -0.310 -0.040 -1.0 0.4 0.3 -0.206
N -1.402 -0.236 -0.145 -0.6 -1.3 0.6 0.041
N -0.817 1.050 0.007 1.5 -0.3 0.0 -0.588
C -2.566 -0.505 0.759 -0.7 4.1 -0.8 -0.468
C -2.766 -0.281 -0.706 0.7 3.7 2.2 -0.441
C 1.307 -0.225 0.039 -0.7 -2.0 -0.9 -0.084
C 0.485 0.983 0.115 -1.5 -0.1 -0.1 -0.026
H -3.018 -0.981 -1.404 -0.2 -2.1 -1.6 0.280
H -2.679 -1.409 1.229 0.3 -2.3 0.7 0.277
H -2.971 0.342 1.434 1.0 -1.2 -1.3 0.229
H 1.044 1.892 0.212 -0.1 0.7 0.1 0.399
H -3.129 0.732 -0.968 0.0 -0.7 0.3 0.260
H 0.651 -1.147 -0.140 1.2 1.2 0.5 0.327

---

No. 2
74
Properties=species:S:1:pos:R:3:forces:R:3:mulliken_charge:R:1 method="wB97M-V/def2-TZVPD" homo_lumo_gap_ev=5.5 homo_ha=-0.0678 multiplicity=1 charge=-2 de_lowest_ev=0.4567 fmax_ev_per_a=1.91
Cs -1.490 1.033 -0.016 -0.1 -0.3 -0.1 0.973
I -3.074 0.974 -3.947 0.6 0.2 -0.3 -0.041
S -6.159 -0.278 2.059 -0.1 0.7 -0.3 -0.600
N 2.783 -3.006 0.099 -0.2 0.0 0.1 0.224
N -5.395 -1.931 3.956 -0.1 -0.1 0.2 -0.502
N -0.373 3.813 0.651 0.1 -0.6 0.1 -0.194
N -4.620 -2.479 1.890 0.2 -1.6 1.0 -0.869
N -2.179 -2.153 -1.358 -0.3 0.1 0.5 0.106
N 0.735 -2.632 0.825 -0.6 0.3 -0.1 -0.349
N -3.932 -2.290 0.800 0.2 0.6 -0.9 0.478
N -0.173 1.885 2.893 -0.1 0.0 -0.5 -0.090
C -3.042 -4.235 -2.155 -0.2 0.1 0.3 -0.744
C 1.540 -2.545 -0.195 0.0 0.0 -0.1 -0.317
C 2.370 1.642 -4.503 0.4 0.0 0.2 -0.889
C 1.466 -3.165 1.835 0.3 -0.1 0.1 -0.789
C 1.105 1.752 -5.106 -0.3 -0.1 0.2 1.122
C -0.043 1.363 -4.341 0.3 -0.1 0.2 0.069
C 3.927 -3.027 -0.766 0.3 0.1 -0.3 -0.873
C -3.909 -3.223 -0.095 -0.9 0.0 1.1 -0.854
C -0.380 4.101 1.988 -0.1 0.9 -0.5 0.085
C -0.275 2.371 -6.992 0.3 0.0 -0.1 -0.418
C -3.022 -3.183 -1.215 0.5 -0.1 -0.9 0.914
C 3.567 0.184 3.928 0.1 -0.1 -0.1 -0.593
C -0.477 5.496 2.185 0.0 -0.3 0.4 -0.776
C -5.274 -1.614 2.599 -0.5 0.2 -0.2 0.293
C -2.179 -4.208 -3.226 0.2 0.1 -0.2 -0.278
C -1.306 -3.137 -3.353 -0.1 -0.2 0.0 -0.845
C 2.740 -3.405 1.407 0.0 -0.1 0.3 -0.068
C 0.030 0.835 -3.013 0.5 0.0 0.3 -0.454
C 2.475 1.139 -3.231 0.5 0.1 -0.2 -0.730
C 1.335 0.881 4.499 0.1 0.0 0.1 0.605
C 1.800 1.272 5.748 -0.1 0.0 0.0 -0.472
C -1.363 -2.139 -2.388 0.4 0.0 -0.5 -0.521
C 0.959 2.244 -6.420 0.1 0.1 -0.3 -0.825
C -1.417 2.009 -6.262 -0.3 0.0 0.1 -0.621
C -0.455 4.981 0.028 0.0 0.2 -0.4 -0.469
C 2.237 0.338 3.589 -0.1 0.0 0.0 -0.308
C -0.521 6.060 0.923 0.0 0.5 -0.2 -0.688
C 4.018 0.561 5.183 0.1 0.0 0.1 -0.385
C -0.304 3.154 3.028 0.0 -0.5 0.7 -0.132
C 1.334 0.727 -2.531 -0.7 -0.1 0.0 0.151
C 3.133 1.111 6.092 0.1 0.0 0.1 -0.497
C -0.099 1.084 4.090 -0.1 0.1 0.2 -1.348
C -1.278 1.529 -4.988 -1.1 -0.1 -0.1 -0.350
H -0.646 1.550 4.928 0.0 -0.1 0.0 0.463
H -2.395 2.116 -6.713 0.0 0.0 0.1 0.346
H 1.855 2.525 -6.965 0.0 0.0 0.0 0.299
H 3.596 -3.818 1.903 0.2 -0.1 0.1 0.415
H -0.522 5.993 3.143 0.0 0.1 0.0 0.385
H 1.492 0.307 -1.537 0.1 0.1 0.1 0.251
H 1.261 -2.169 -1.159 0.0 0.1 -0.3 0.417
H 3.457 1.070 -2.761 -0.1 0.0 -0.1 0.344
H -2.184 -5.005 -3.963 0.0 0.0 0.0 0.379
H -0.736 -1.258 -2.473 0.1 0.1 -0.1 0.748
H 5.057 0.427 5.450 0.1 0.0 0.0 0.348
H -0.613 -3.071 -4.179 0.1 0.1 0.0 0.473
H -5.221 -2.903 4.172 0.1 0.0 -0.1 0.235
H -0.367 3.602 4.040 0.0 -0.1 -0.1 0.250
H 3.482 1.421 7.070 0.0 0.0 0.0 0.344
H -4.569 -4.099 -0.018 0.2 0.1 0.2 0.210
H 4.290 -2.012 -0.951 0.0 -0.1 0.0 0.302
H 1.874 0.046 2.615 0.0 0.0 -0.1 0.625
H -0.387 2.750 -8.003 0.0 0.0 0.0 0.353
H 1.109 1.700 6.464 -0.1 0.0 0.0 0.304
H 1.032 -3.343 2.798 0.0 0.0 0.2 0.441
H -3.739 -5.053 -2.032 -0.1 0.0 0.1 0.323
H -0.551 0.110 3.870 -0.1 0.1 0.2 0.336
H -6.240 -1.555 4.363 0.2 -0.1 -0.1 0.207
H -0.453 5.025 -1.054 0.0 0.0 0.0 0.457
H -0.596 7.110 0.671 0.0 0.0 0.0 0.364
H 4.261 -0.229 3.208 0.0 -0.1 -0.1 0.386
H 4.725 -3.608 -0.303 -0.1 0.0 0.0 0.297
H 3.667 -3.480 -1.724 0.0 0.0 0.0 0.311
H 3.248 1.968 -5.053 0.0 0.0 0.0 0.254

---

No. 3
10
Properties=species:S:1:pos:R:3:forces:R:3:mulliken_charge:R:1 method="wB97M-V/def2-TZVPD" homo_lumo_gap_ev=9.3 smiles="C=S(=O)=O.C#CBr" homo_ha=-0.3638 multiplicity=1 de_lowest_ev=3.0702 fmax_ev_per_a=5.74
Br -2.299 0.210 0.880 -0.7 0.1 0.2 0.001
S 1.234 0.317 0.675 -0.4 -1.2 0.9 0.847
O 1.086 0.439 2.113 0.4 -0.3 -1.0 -0.480
O 1.749 -0.889 0.049 0.1 1.5 0.6 -0.457
C -1.383 -0.830 -0.251 -0.1 -1.9 -0.2 -0.605
C 0.296 1.253 -0.203 1.5 3.0 -3.1 -0.606
C -0.895 -1.798 -0.794 -2.8 4.2 2.7 0.164
H -0.156 2.199 0.171 0.5 -1.2 0.4 0.370
H 0.701 1.465 -1.288 -1.0 -1.2 2.0 0.262
H -0.333 -2.366 -1.351 2.6 -3.0 -2.6 0.504

---

No. 4
88
Properties=species:S:1:pos:R:3:forces:R:3:mulliken_charge:R:1 method="wB97M-V/def2-TZVPD" homo_lumo_gap_ev=9.9 homo_ha=-0.3614 multiplicity=1 fmax_ev_per_a=3.93
Cl 6.373 9.910 4.829 0.0 -0.1 0.0 -0.122
Cl 1.113 -3.514 -6.025 0.0 0.0 0.0 -0.142
Cl -10.632 2.185 -6.983 0.0 -0.1 0.0 -0.110
Cl -12.563 0.028 -7.213 0.1 0.0 0.0 -0.126
Cl 3.221 -1.547 -5.646 0.0 0.0 -0.1 -0.130
Cl -8.713 1.363 -2.129 0.0 -0.1 -0.1 -0.126
Cl 5.002 2.347 4.563 0.3 -0.1 0.4 -0.065
Cl 6.420 -2.027 5.018 0.0 0.4 0.3 -0.134
Cl 4.026 -2.445 6.612 0.0 0.1 0.0 -0.082
Cl 1.592 1.728 -9.790 0.0 0.1 0.1 -0.137
Cl 6.573 -6.985 2.964 0.0 0.1 -0.1 -0.134
Cl 4.796 0.431 -0.573 0.0 0.0 -0.1 -0.129
Cl -1.181 -4.999 11.805 0.1 0.0 0.0 -0.130
Cl 5.213 5.171 5.199 0.0 0.0 -0.1 -0.124
Cl 7.240 3.316 6.141 0.0 0.0 -0.1 -0.134
Cl -0.773 1.183 -8.169 2.1 1.1 -3.1 -0.155
Cl 4.234 -6.316 10.256 0.0 0.1 -0.1 -0.111
Cl 3.492 2.540 2.092 -0.3 0.2 -0.5 -0.008
Cl 1.947 -5.425 8.703 0.1 0.1 0.0 -0.110
Cl -5.823 3.414 2.219 0.0 0.0 -0.1 -0.144
Cl 1.107 -5.885 13.363 0.0 0.1 -0.1 -0.120
Cl -7.803 2.254 -4.739 0.1 -0.1 0.1 -0.130
Cl 7.920 7.893 3.421 0.0 0.0 0.1 -0.127
Cl 8.749 8.780 6.060 -0.1 0.0 0.0 -0.122
Cl 4.747 -2.150 0.747 0.0 0.0 -0.2 0.018
Cl 3.848 -1.070 4.060 0.0 0.0 0.1 -0.026
Cl 1.279 1.541 0.505 1.5 1.3 0.0 -0.052
Cl 0.270 -3.104 13.464 0.0 0.0 -0.1 -0.133
Cl -0.985 2.831 -10.565 0.0 0.0 0.1 -0.133
Cl 2.392 -1.201 -0.661 0.2 -0.4 -0.2 -0.056
Cl 5.717 -4.210 3.061 0.1 -0.4 -0.2 -0.041
Cl -3.418 2.292 1.037 0.0 0.1 0.1 -0.052
Cl 1.465 4.380 1.110 0.1 -0.1 0.0 -0.139
Cl -8.940 -0.408 -4.422 0.0 -0.1 0.0 -0.154
Cl -10.405 0.257 -9.144 0.0 0.0 0.1 -0.131
Cl 4.287 -6.116 1.395 0.1 0.0 0.0 -0.118
Cl 0.481 -0.676 -6.134 1.7 -1.1 -0.7 -0.084
Cl 3.403 -3.534 10.357 0.0 0.0 0.0 -0.124
Cl -3.598 5.151 1.523 0.0 0.0 0.0 -0.137
O -4.248 1.113 -1.744 0.1 -0.2 -0.1 -0.580
N -4.367 0.217 -3.915 -0.1 0.4 -0.2 -0.119
C 0.048 2.367 -9.208 0.1 -0.4 -0.5 0.055
C -1.386 -0.647 -3.860 -0.7 1.6 -0.4 -0.209
C -3.926 -1.025 -4.596 0.7 -0.9 1.2 -1.096
C 5.862 -5.651 2.049 -0.2 0.0 0.0 -0.046
C 4.849 -1.362 5.484 0.0 0.0 -0.1 -0.028
C 2.375 2.906 0.770 0.1 0.0 0.2 -0.179
C -1.784 0.936 -6.055 -2.4 -0.4 1.2 -0.097
C -4.492 3.688 1.087 0.1 -0.1 0.0 0.068
C 3.531 -4.978 9.344 0.0 -0.1 0.1 0.125
C -2.850 -1.644 -0.950 0.6 0.5 -0.9 -0.839
C 4.156 -1.218 -0.629 -0.1 0.0 0.1 -0.148
C -4.063 0.209 -2.507 0.2 -1.3 -1.5 0.264
C -2.746 -1.445 -3.639 0.6 -0.6 -1.1 0.314
C 7.372 8.463 5.001 0.0 0.1 0.0 0.309
C -3.502 -1.231 -2.299 -0.3 -0.3 0.1 -0.255
C -7.980 0.870 -3.658 0.1 0.2 0.1 0.781
C 0.399 -4.547 12.453 -0.1 0.0 0.1 0.531
C 1.705 -1.911 -6.483 0.1 0.2 0.0 -0.099
C 6.111 3.694 4.837 0.0 0.0 0.1 0.035
C -10.880 0.505 -7.460 -0.1 0.1 -0.1 0.385
C -1.478 0.346 -5.033 -1.3 -0.5 0.4 -0.520
C -1.056 0.097 0.077 0.0 -0.1 0.6 -0.397
C -1.813 -0.658 -0.479 -0.8 -0.6 0.5 -0.349
H 1.055 -4.320 11.621 0.0 0.0 0.0 -0.152
H -3.711 -0.942 -5.674 0.1 0.5 0.7 0.375
H -0.578 -1.355 -4.118 -0.5 0.5 0.6 0.311
H -4.912 3.829 0.097 0.0 0.0 0.1 0.239
H 4.187 -4.751 8.510 0.0 0.0 0.1 0.215
H -2.369 -2.635 -1.123 -0.2 0.7 0.2 0.343
H -6.990 0.475 -3.451 0.0 0.0 -0.1 -0.396
H -1.147 -0.061 -2.947 0.2 -0.5 -0.5 0.090
H 6.768 7.684 5.452 0.1 0.0 0.0 0.065
H -3.651 -1.821 -0.207 0.6 0.5 -0.2 0.404
H 2.951 3.062 -0.136 -0.1 -0.1 0.0 0.305
H -10.254 -0.121 -6.835 0.0 0.1 0.0 -0.023
H -4.412 -1.871 -2.441 0.6 0.3 0.4 0.289
H -4.002 1.036 -4.402 -0.5 0.0 0.3 0.313
H 1.899 -1.913 -7.550 0.0 0.0 0.1 0.353
H -4.666 -1.859 -4.516 0.1 0.9 0.0 0.314
H -2.407 -2.494 -3.814 -0.8 0.4 0.4 0.663
H 4.508 -1.687 -1.541 0.0 0.1 0.1 0.334
H 5.015 -0.413 5.982 0.0 -0.1 0.0 0.287
H -2.243 1.262 -7.045 0.0 -0.3 3.3 0.404
H 6.681 3.856 3.929 -0.1 0.0 0.1 0.290
H 6.519 -5.419 1.218 -0.1 0.0 0.1 0.309
H -0.393 0.727 0.707 -1.9 -1.2 -1.0 0.722
H 0.248 3.252 -8.614 0.0 -0.1 0.0 0.257